Record 1
C7H28N14O7 | wB97M-V/def2-TZVPD

Positions of all 56 atoms, in Å:
1 N -3.490 0.894 1.293
2 C -4.469 1.127 2.073
3 N -4.927 0.061 2.664
4 O -4.956 2.234 2.131
5 H -3.312 1.524 0.524
6 H -2.870 0.153 1.589
7 H -4.419 -0.811 2.708
8 H -5.830 0.171 3.104
9 N -0.075 3.384 1.055
10 C -0.789 3.311 -0.012
11 N -2.059 3.255 0.344
12 O -0.501 3.359 -1.179
13 H 0.925 3.326 0.925
14 H -0.594 3.089 1.869
15 H -2.252 3.384 1.327
16 H -2.766 3.240 -0.377
17 N -5.265 0.273 -1.508
18 C -4.937 0.329 -2.837
19 N -4.559 -0.800 -3.228
20 O -5.028 1.300 -3.514
21 H -5.229 1.204 -1.118
22 H -5.068 -0.539 -0.941
23 H -4.135 -1.100 -4.095
24 H -5.052 -1.566 -2.792
25 N 6.107 -0.620 -0.827
26 C 5.094 0.022 -1.306
27 N 5.450 0.900 -2.202
28 O 3.987 -0.353 -1.056
29 H 7.026 -0.476 -1.221
30 H 6.052 -1.239 -0.032
31 H 6.431 1.138 -2.235
32 H 4.821 1.421 -2.796
33 N 0.461 -0.190 -0.602
34 C -0.692 -0.803 -0.928
35 N -1.696 0.020 -1.226
36 O -0.703 -2.017 -0.777
37 H 1.253 -0.714 -0.258
38 H 0.461 0.724 -0.173
39 H -1.478 0.954 -1.543
40 H -2.634 -0.339 -1.339
41 N 2.447 0.030 3.528
42 C 2.327 -0.615 2.392
43 N 3.224 -0.276 1.558
44 O 1.606 -1.596 2.153
45 H 1.821 -0.286 4.255
46 H 3.144 0.722 3.763
47 H 3.280 -0.668 0.629
48 H 3.675 0.504 2.015
49 N 1.501 -3.429 -0.020
50 C 2.569 -3.677 -0.694
51 N 3.667 -3.464 0.001
52 O 2.428 -3.932 -1.929
53 H 0.585 -3.302 -0.426
54 H 1.552 -3.030 0.906
55 H 4.400 -3.057 -0.562
56 H 3.494 -3.155 0.947

Orbital gap   8.0 eV
SMILES   NC(N)=O.NC(N)=O.NC(N)=O.NC(N)=O.NC(N)=O.NC(N)=O.NC(N)=O
LUMO level   -0.2 eV
Spin multiplicity   1

In elementary charge units, the Mulliken charges are: -0.140 0.776 -0.414 -0.681 -0.016 0.155 0.174 0.228 -0.422 0.582 -0.424 -0.642 0.262 0.187 0.119 0.239 -0.451 0.558 -0.309 -0.619 0.170 0.255 0.199 0.210 -0.357 0.650 -0.452 -0.659 0.149 0.223 0.135 0.231 -0.083 0.616 -0.191 -0.776 -0.124 0.225 0.214 0.031 -0.447 0.607 -0.064 -0.763 0.255 0.149 0.173 0.101 -0.333 0.699 -0.502 -0.752 0.329 0.227 0.204 0.293


Record 2
C3H12NO2S | wB97M-V/def2-TZVPD

Positions of all 19 atoms, in Å:
1 C -1.994 -1.509 -0.449
2 O -1.950 -2.318 -1.612
3 C -0.610 -0.918 -0.412
4 C -0.518 0.297 0.630
5 S 1.142 0.889 0.727
6 N 0.395 -1.886 -0.036
7 H -2.678 -0.698 -0.729
8 H -2.170 -2.096 0.459
9 H -2.709 -2.864 -1.810
10 H -0.420 -0.454 -1.390
11 H -1.117 1.181 0.415
12 H -0.719 -0.225 1.584
13 H 5.780 1.936 0.093
14 H 5.986 2.405 0.637
15 H 1.280 -1.409 0.146
16 H 0.564 -2.541 -0.803
17 H 0.045 4.187 0.852
18 H 0.152 2.644 0.878
19 O -0.459 3.379 0.818

Orbital gap   5.1 eV
LUMO level   -9.7 eV
Spin multiplicity   1
Net charge   +1

In elementary charge units, the Mulliken charges are: -0.617 -0.527 0.232 -0.785 0.102 -0.491 0.355 0.378 0.325 0.299 0.667 0.444 -0.043 0.045 0.240 0.324 0.316 0.286 -0.550


Record 3
C12H21CoI2N5O | wB97M-V/def2-TZVPD

Positions of all 42 atoms, in Å:
1 Co -0.362 0.864 -0.037
2 N 0.639 2.588 -0.779
3 C -0.326 3.663 -1.154
4 C -1.490 3.630 -0.184
5 N -2.019 2.246 -0.177
6 H 1.232 2.911 -0.019
7 H 1.270 2.408 -1.555
8 H -0.674 3.462 -2.167
9 H 0.154 4.641 -1.158
10 H -2.248 4.359 -0.465
11 H -1.154 3.870 0.827
12 H -2.514 2.076 -1.051
13 H -2.717 2.121 0.552
14 I -0.877 0.403 2.727
15 C -2.272 -0.693 1.603
16 C -3.265 -1.461 2.171
17 C -4.100 -2.143 1.294
18 C -3.898 -2.028 -0.075
19 C -2.867 -1.229 -0.534
20 N -2.061 -0.558 0.300
21 H -3.388 -1.528 3.242
22 H -4.901 -2.759 1.681
23 H -4.532 -2.548 -0.779
24 H -2.672 -1.112 -1.594
25 C 0.239 -4.160 -1.774
26 C 1.387 -3.158 -1.585
27 C 0.895 -1.841 -1.200
28 N 0.465 -0.828 -0.873
29 H 0.663 -5.139 -1.987
30 H -0.395 -3.875 -2.611
31 H -0.367 -4.239 -0.873
32 H 1.962 -3.039 -2.506
33 H 2.077 -3.486 -0.805
34 N 4.241 0.386 -0.079
35 C 3.591 0.717 1.044
36 O 2.391 0.926 1.127
37 C 4.460 0.773 2.305
38 I 5.351 2.681 2.655
39 H 3.717 0.267 -0.933
40 H 5.218 0.140 -0.098
41 H 5.297 0.072 2.327
42 H 3.848 0.620 3.196

Orbital gap (alpha / beta)   7.7 / 3.7 eV
LUMO level (alpha / beta)   -9.8 / -13.9 eV
Spin multiplicity   5
Net charge   +3

In elementary charge units, the Mulliken charges are: 0.501 -0.370 -0.601 -0.577 -0.426 0.242 0.274 0.369 0.384 0.403 0.334 0.258 0.277 0.160 0.306 -0.580 -0.188 -0.789 -0.358 0.293 0.454 0.442 0.462 0.496 -1.144 -0.259 0.433 -0.444 0.355 0.337 0.337 0.316 0.293 -0.327 0.835 -0.485 -1.124 0.790 0.237 0.211 0.496 0.379


Record 4
C26H19AuN3O2S | wB97M-V/def2-TZVPD

Positions of all 52 atoms, in Å:
1 Au -0.189 -0.955 0.198
2 O -0.787 2.964 1.668
3 S -1.020 2.140 0.512
4 O -2.211 1.326 0.480
5 N 0.188 1.085 0.282
6 C 1.535 1.415 0.246
7 C 2.105 2.640 0.494
8 C 3.491 2.830 0.316
9 C 4.307 1.822 -0.110
10 C 3.754 0.549 -0.380
11 C 4.517 -0.558 -0.802
12 C 3.918 -1.767 -1.017
13 C 2.538 -1.889 -0.830
14 N 1.793 -0.869 -0.447
15 C 2.371 0.358 -0.202
16 C -1.021 3.189 -0.906
17 C -1.778 4.352 -0.820
18 C -1.848 5.191 -1.919
19 C -1.158 4.873 -3.082
20 C -0.399 3.715 -3.153
21 C -0.328 2.861 -2.062
22 H 1.488 3.457 0.839
23 H 3.909 3.804 0.528
24 H 5.371 1.975 -0.233
25 H 5.585 -0.440 -0.943
26 H 4.485 -2.633 -1.324
27 H 2.038 -2.831 -0.981
28 H -2.297 4.594 0.097
29 H -2.437 6.096 -1.867
30 H -1.212 5.534 -3.937
31 H 0.140 3.474 -4.059
32 H 0.257 1.953 -2.112
33 C -2.658 -0.670 3.738
34 C -3.201 -1.940 3.818
35 C -2.875 -2.886 2.862
36 C -2.022 -2.541 1.829
37 N -1.530 -1.282 1.748
38 C -1.826 -0.368 2.680
39 C -1.558 -3.431 0.772
40 C -2.023 -4.726 0.576
41 C -1.605 -5.453 -0.526
42 C -0.742 -4.883 -1.449
43 C -0.261 -3.592 -1.254
44 C -0.641 -2.884 -0.128
45 H -2.878 0.090 4.472
46 H -3.868 -2.198 4.629
47 H -3.274 -3.887 2.922
48 H -1.390 0.610 2.571
49 H -2.733 -5.166 1.264
50 H -1.976 -6.457 -0.680
51 H -0.445 -5.438 -2.329
52 H 0.399 -3.154 -1.991

Orbital gap   7.1 eV
LUMO level   -4.0 eV
Spin multiplicity   1
Net charge   +1

In elementary charge units, the Mulliken charges are: 1.493 -0.623 1.201 -0.678 -0.489 0.070 -0.226 -0.931 -0.981 1.185 -0.439 -0.995 -0.198 -0.373 0.189 0.317 -0.647 -0.665 -0.448 -0.720 0.005 0.556 0.414 0.418 0.453 0.418 0.658 0.422 0.398 0.398 0.406 0.334 -1.024 -0.349 -0.755 1.353 -0.318 0.124 -0.310 -0.550 -0.768 -0.795 -0.375 0.332 0.451 0.445 0.345 0.440 0.342 0.407 0.416 0.669


Record 5
BrIO2S2 | wB97M-V/def2-TZVPD

Positions of all 6 atoms, in Å:
1 O -1.432 0.780 1.715
2 O 0.110 1.040 -1.207
3 S 1.161 0.026 -1.655
4 S -1.584 0.213 0.428
5 Br -0.892 -1.944 0.468
6 I 2.637 -0.116 0.250

Orbital gap (alpha / beta)   8.0 / 6.8 eV
LUMO level (alpha / beta)   -1.2 / -1.9 eV
Spin multiplicity   1

In elementary charge units, the Mulliken charges are: -0.316 -0.362 0.224 0.482 -0.116 0.088


Record 6
C6H11N | wB97M-V/def2-TZVPD

Positions of all 18 atoms, in Å:
1 C -1.960 -0.816 -1.451
2 C -1.363 0.160 -0.448
3 C -0.775 -0.530 0.787
4 C 0.687 -0.292 0.754
5 C 1.695 0.551 0.936
6 N 2.242 1.652 1.503
7 C 1.789 -0.281 -0.247
8 H -2.487 -0.275 -2.238
9 H -2.678 -1.496 -0.994
10 H -1.167 -1.399 -1.916
11 H -2.134 0.857 -0.114
12 H -0.425 0.667 -1.107
13 H -1.175 -0.109 1.714
14 H -0.977 -1.604 0.781
15 H 1.755 2.054 2.290
16 H 3.246 1.750 1.431
17 H 2.482 -1.107 -0.366
18 H 1.245 0.219 -1.314

Orbital gap   8.5 eV
SMILES   CCCC1=C(N)C1
LUMO level   1.0 eV
Spin multiplicity   1

In elementary charge units, the Mulliken charges are: -1.318 -0.235 -0.486 -0.016 0.217 -0.456 -0.602 0.352 0.367 0.299 0.350 0.088 0.282 0.343 0.220 0.233 0.261 0.100


In eV, the energy values for the records above are, in order, -42909.9774, -19713.1607, -76084.9685, -50357.0222, -103906.5664, -7887.0263.